# 1
Formula: C3H3CrLiO
Source: OMol25
Level of theory: ωB97M-V with the def2-TZVPD basis set

The geometry in ORCA input format:
```
! RIJCOSX wB97M-V def2-TZVPD def2/J DEFGRID3
* xyz 1 6
C -1.784 0.624 -0.062
O -2.240 -0.316 0.645
Li -1.206 -1.786 0.023
H -2.453 1.422 -0.440
Cr 2.253 0.191 -1.581
C -0.314 0.391 -0.899
C 0.597 -0.574 -0.473
H -0.676 0.373 -1.940
H 0.713 -0.720 0.614
*
```

- DFT total energy: -33823.14382 eV
- E_HOMO (alpha / beta): -11.64 / -13.14 eV
- Lowest unoccupied orbital energy (alpha / beta): -0.16539 / -0.16416 Eh
- Kohn-Sham gap (alpha / beta): 7.1 / 8.7 eV

Here are the natural (NBO) charges for atoms 1 to 8, given in e: C 0.43; O -0.64; Li 0.97; H 0.17; Cr 0.86; C -0.40; C -0.79; H 0.22

=====

# 2
Formula: C5H12O3
Source: OMol25
Level of theory: ωB97M-V with the def2-TZVPD basis set

The geometry in ORCA input format:
```
! RIJCOSX wB97M-V def2-TZVPD def2/J DEFGRID3
* xyz 1 2
O -1.271 2.255 1.960
C -1.607 2.489 0.831
C -1.819 1.365 -0.157
C -1.018 0.117 0.272
C 0.419 0.151 0.103
C 1.195 -0.986 -0.149
H -1.594 3.507 0.406
H -2.849 1.010 -0.105
H -1.638 1.654 -1.173
H -1.127 -0.004 1.360
H -1.429 -0.789 -0.132
H 0.912 1.095 0.318
H 2.213 -0.997 -0.534
H 0.719 -1.956 -0.285
H 2.139 -3.959 -4.516
H 2.677 -3.611 -3.132
O 2.048 -4.188 -3.573
H -0.095 0.975 2.675
H 1.344 1.306 3.042
O 0.779 0.567 2.789
*
```

- DFT total energy: -11511.60546 eV
- Energy relative to the best compared isomer or geometry (same formula, charge and spin): 39.3 kcal per mole
- E_HOMO (alpha / beta): -14.13 / -14.13 eV
- Lowest unoccupied orbital energy (alpha / beta): -0.18341 / -0.31368 Eh
- Kohn-Sham gap (alpha / beta): 9.1 / 5.6 eV

Here are the natural (NBO) charges for atoms 1 to 8, given in e: O -0.54; C 0.46; C -0.51; C -0.52; C 0.15; C -0.05; H 0.16; H 0.28

=====

# 3
Formula: C5H3O3
Source: OMol25
Level of theory: ωB97M-V with the def2-TZVPD basis set

The geometry in ORCA input format:
```
! RIJCOSX wB97M-V def2-TZVPD def2/J DEFGRID3
* xyz -1 1
C 0.902 0.500 0.461
C -0.305 1.285 -0.124
C 0.782 -0.800 0.777
C -1.316 -2.413 -0.063
C 0.032 2.282 -0.899
O -2.019 -2.331 0.866
O 0.290 3.325 -1.369
O -0.678 -2.605 -1.016
H 1.912 1.020 0.276
H -1.405 0.798 -0.124
H 1.804 -1.061 1.214
*
```

- DFT total energy: -11373.74282 eV
- Energy relative to the best compared isomer or geometry (same formula, charge and spin): 77.0 kcal per mole
- E_HOMO: -2.66 eV
- Lowest unoccupied orbital energy: 0.13677 Eh
- Kohn-Sham gap: 6.4 eV

Here are the natural (NBO) charges for atoms 1 to 8, given in e: C -0.40; C -0.54; C -0.63; C 1.06; C 0.65; O -0.56; O -0.54; O -0.54

=====

# 4
Formula: C21H29ClN4O6PS5SbTa
Source: OMol25
Level of theory: ωB97M-V with the def2-TZVPD basis set

The geometry in ORCA input format:
```
! RIJCOSX wB97M-V def2-TZVPD def2/J DEFGRID3
* xyz 1 1
Ta -0.350 1.699 2.364
C -0.572 8.087 1.261
C -0.905 6.807 0.574
O -1.243 5.837 1.581
P -1.504 4.348 1.194
S -1.873 3.516 2.900
S 0.065 3.379 0.295
O -2.784 4.352 0.250
C -3.777 3.366 0.192
C -4.927 3.901 -0.661
H -0.291 8.841 0.543
H 0.314 7.922 1.885
H -1.380 8.397 1.967
H -0.044 6.386 -0.004
H -1.828 6.983 -0.113
H -4.110 3.077 1.195
H -3.347 2.440 -0.203
H -5.507 4.782 -0.225
H -5.670 3.155 -0.763
H -4.675 4.161 -1.701
O 4.203 -0.361 4.611
C 3.766 -0.033 3.374
O 3.987 1.061 2.919
C 3.107 -1.070 2.565
C 3.103 -2.467 2.785
Cl 3.901 -3.417 3.905
N 2.405 -3.007 1.708
N 1.916 -2.069 0.901
C 2.356 -0.927 1.395
C 1.818 0.268 0.625
O 1.620 0.298 -0.571
O 1.347 1.246 1.486
C 2.332 -4.406 1.305
C 3.564 -5.116 1.178
C 3.529 -6.465 1.029
C 2.337 -7.134 0.825
C 1.128 -6.383 0.824
C 1.116 -5.059 1.164
H 3.818 -1.134 5.098
H 4.501 -4.531 1.069
H 4.488 -7.008 0.958
H 2.309 -8.155 0.706
H 0.081 -6.752 0.640
H 0.130 -4.494 1.377
S -0.045 -2.635 3.953
Sb -1.515 -0.979 4.178
S -0.159 1.172 4.569
S -1.684 0.045 1.692
C -0.462 -1.949 -2.015
C -1.848 -2.105 -2.808
N -2.044 -1.135 -3.884
C -1.705 0.247 -3.393
C -0.275 0.396 -2.759
N 0.370 -0.943 -2.756
C 0.466 -1.430 -4.182
C -0.977 -1.467 -4.822
H 0.048 -2.910 -2.036
H -0.733 -1.444 -1.016
H -2.637 -2.075 -2.040
H -2.013 -3.089 -3.213
H -2.452 0.391 -2.614
H -1.901 0.941 -4.160
H -0.349 0.794 -1.706
H 0.403 0.963 -3.384
H 1.281 -0.768 -2.352
H 0.946 -2.399 -4.171
H 1.127 -0.742 -4.690
H -1.157 -2.478 -5.172
H -1.136 -0.726 -5.626
*
```

- DFT total energy: -124569.37485 eV
- Energy relative to the best compared isomer or geometry (same formula, charge and spin): 33.1 kcal per mole
- E_HOMO: -10.77 eV
- Lowest unoccupied orbital energy: -0.11612 Eh
- Kohn-Sham gap: 7.6 eV

Here are the natural (NBO) charges for atoms 1 to 8, given in e: Ta 1.14; C -0.63; C -0.08; O -0.82; P 1.77; S -0.37; S -0.44; O -0.82

=====

# 5
Formula: C30H41F3N3O9S
Source: OMol25
Level of theory: ωB97M-V with the def2-TZVPD basis set

The geometry in ORCA input format:
```
! RIJCOSX wB97M-V def2-TZVPD def2/J DEFGRID3
* xyz 1 1
C 2.837 -2.852 -0.896
O 2.110 -1.938 -1.795
C 0.738 -1.691 -1.278
C 0.719 -0.229 -0.485
C -0.385 0.703 -1.304
C 0.270 1.187 -2.728
C 1.540 2.274 -2.781
C 2.221 2.972 -1.464
C 1.181 3.773 -0.483
C 1.161 2.976 0.956
O -0.146 4.037 -1.061
C -1.042 4.726 -0.117
C -2.144 3.691 0.598
C -3.294 2.863 -0.244
C -4.302 1.827 0.564
C -4.114 1.647 2.189
C -2.975 2.470 3.096
C -1.996 3.499 2.228
C 2.113 2.614 -4.309
S 3.587 3.789 -4.622
C 1.473 1.940 -5.693
O 2.066 2.268 -7.006
N 2.438 1.113 -7.635
O 3.242 1.391 -8.542
C 0.202 0.908 -5.605
C -0.366 0.566 -4.105
C -1.610 -0.462 -4.393
O -2.613 -0.907 -3.630
N -1.481 -0.847 -5.849
C -1.483 -2.317 -6.204
O -1.294 -3.235 -5.071
C -2.387 -4.215 -4.955
F -2.162 -4.933 -3.646
F -2.245 -5.225 -6.034
F -3.746 -3.622 -4.861
C -0.637 0.077 -6.742
O -0.616 0.182 -8.087
H 2.632 -3.987 -1.131
H 2.551 -2.587 0.225
H 3.986 -2.654 -1.070
H 0.338 -2.549 -0.589
H 0.041 -1.668 -2.247
H 1.789 0.226 -0.622
H 0.349 -0.301 0.623
H -0.853 1.558 -0.656
H -1.283 -0.040 -1.559
H 3.056 3.765 -1.781
H 2.827 2.128 -0.875
H 1.658 4.844 -0.253
H 1.079 3.760 1.852
H 0.249 2.244 1.096
H 2.130 2.347 1.180
H -1.655 5.520 -0.763
H -0.488 5.347 0.707
H -3.348 3.045 -1.412
H -5.087 1.232 -0.075
H -4.802 0.883 2.794
H -2.865 2.328 4.258
H -1.158 4.086 2.828
H 4.791 3.016 -4.655
H -2.495 -2.514 -6.802
H -0.620 -2.577 -6.986
C -2.491 -1.370 2.584
O -1.739 -1.195 3.784
C -1.673 -2.410 4.547
C -0.702 -2.152 5.702
N 0.412 -1.292 5.192
C 1.548 -1.968 4.490
C 2.529 -2.471 5.551
O 2.548 -1.488 6.599
C 3.279 -1.943 7.734
H -3.507 -1.701 2.814
H -2.538 -0.407 2.070
H -1.990 -2.091 1.932
H -1.297 -3.221 3.915
H -2.665 -2.675 4.929
H -0.296 -3.066 6.143
H -1.191 -1.558 6.481
H 0.838 -0.764 5.974
H -0.031 -0.597 4.563
H 2.017 -1.187 3.884
H 1.168 -2.756 3.836
H 3.530 -2.593 5.125
H 2.186 -3.431 5.953
H 2.784 -2.815 8.171
H 3.290 -1.140 8.476
H 4.309 -2.185 7.456
*
```

- DFT total energy: -73625.63686 eV
- Energy relative to the best compared isomer or geometry (same formula, charge and spin): 500.6 kcal per mole
- E_HOMO: -10.68 eV
- Lowest unoccupied orbital energy: -0.12230 Eh
- Kohn-Sham gap: 7.3 eV

Here are the Mulliken charges for atoms 1 to 8, given in e: C -0.45; O -0.36; C -0.14; C 0.05; C 0.25; C 0.92; C 0.44; C -0.98

=====

# 6
Formula: C4H6N4
Source: OMol25
Level of theory: ωB97M-V with the def2-TZVPD basis set

The geometry in ORCA input format:
```
! RIJCOSX wB97M-V def2-TZVPD def2/J DEFGRID3
* xyz 0 1
C 0.118 -2.142 -1.101
C 0.466 1.823 -0.291
C 0.010 1.787 0.956
C -0.439 0.386 1.168
H 0.401 -1.665 -2.063
H 0.369 -3.191 -1.080
H 0.872 0.109 -1.602
H 0.980 2.738 -0.665
H -0.072 2.477 1.725
H -1.238 -1.032 1.883
N -0.470 -1.589 -0.159
N -0.241 -0.235 -0.028
N 0.260 0.577 -0.972
N -1.015 -0.043 2.229
*
```

- DFT total energy: -10201.76755 eV
- Energy relative to the best compared isomer or geometry (same formula, charge and spin): 96.2 kcal per mole
- SMILES: [H]/N=c1/cc[nH]n1N=C
- E_HOMO: -7.77 eV
- Lowest unoccupied orbital energy: 0.01787 Eh
- Kohn-Sham gap: 8.3 eV

Here are the natural (NBO) charges for atoms 1 to 8, given in e: C -0.14; C -0.01; C -0.30; C 0.37; H 0.14; H 0.19; H 0.39; H 0.23

=====

# 7
Formula: CH7OS
Source: OMol25
Level of theory: ωB97M-V with the def2-TZVPD basis set

The geometry in ORCA input format:
```
! RIJCOSX wB97M-V def2-TZVPD def2/J DEFGRID3
* xyz 2 2
O 2.925 -0.139 -0.821
H -2.117 -1.329 -0.147
H 3.230 -1.017 -0.972
H 3.743 0.280 -0.703
C 0.109 0.261 0.227
S -1.672 0.006 0.396
H 0.538 -0.556 -0.284
H 0.415 0.401 1.230
H -0.126 1.167 -0.346
H -2.992 0.502 0.093
*
```

- DFT total energy: -14006.86533 eV
- Energy relative to the best compared isomer or geometry (same formula, charge and spin): 40.5 kcal per mole
- E_HOMO (alpha / beta): -21.43 / -19.89 eV
- Lowest unoccupied orbital energy (alpha / beta): -0.39234 / -0.60996 Eh
- Kohn-Sham gap (alpha / beta): 10.8 / 3.3 eV

Here are the natural (NBO) charges for atoms 1 to 8, given in e: O -0.34; H 0.31; H 0.51; H 0.52; C -0.60; S 0.35; H 0.28; H 0.30

=====

# 8
Formula: C4H10S2
Source: OMol25
Level of theory: ωB97M-V with the def2-TZVPD basis set

The geometry in ORCA input format:
```
! RIJCOSX wB97M-V def2-TZVPD def2/J DEFGRID3
* xyz 0 1
C 0.139 0.938 -2.476
C 0.884 -0.317 -2.046
S 0.158 -1.305 -0.675
S -1.084 0.099 0.192
C -1.094 -0.463 1.914
C 0.161 -0.113 2.685
H 0.590 1.222 -3.425
H -0.894 0.731 -2.730
H 0.227 1.727 -1.745
H 0.910 -1.032 -2.872
H 1.929 -0.109 -1.830
H -1.359 -1.514 1.957
H -1.953 0.057 2.334
H -0.021 -0.251 3.754
H 1.066 -0.627 2.368
H 0.341 0.959 2.597
*
```

- DFT total energy: -25980.53399 eV
- Energy relative to the best compared isomer or geometry (same formula, charge and spin): 10.4 kcal per mole
- SMILES: CCSSCC
- E_HOMO: -7.74 eV
- Lowest unoccupied orbital energy: 0.02587 Eh
- Kohn-Sham gap: 8.4 eV

Here are the natural (NBO) charges for atoms 1 to 8, given in e: C -0.62; C -0.50; S 0.05; S 0.07; C -0.52; C -0.62; H 0.22; H 0.22